# 1
ORCA calculation (ωB97M-V with the def2-TZVPD basis set) on C37H41BaN5OPS2 as an isolated structure at a distorted geometry.

XYZ file:
```
88
Properties=species:S:1:pos:R:3:forces:R:3:lowdin_charge:R:1
Ba -1.084 0.370 -0.313 -1.85 1.28 0.38 1.65
N -3.859 0.404 0.925 0.04 -0.03 0.04 -0.02
C -4.319 0.811 2.234 0.00 0.03 -0.09 -0.34
C -5.670 1.001 2.488 0.00 0.04 0.02 -0.02
C -6.094 1.418 3.741 0.00 -0.01 0.00 -0.06
C -5.167 1.642 4.749 0.00 0.00 -0.01 -0.07
C -3.817 1.458 4.497 0.00 0.01 0.01 -0.06
C -3.378 1.052 3.239 0.00 -0.04 -0.06 -0.32
P -1.619 0.791 2.826 -0.04 0.21 0.48 1.02
C -1.132 2.405 2.085 0.04 -0.12 0.10 -0.47
C 0.235 2.626 1.858 -0.06 -0.04 0.00 -0.16
C 0.664 3.756 1.181 -0.02 -0.01 -0.02 -0.08
C -0.265 4.673 0.700 0.01 0.00 -0.01 -0.07
C -1.618 4.460 0.912 -0.01 -0.01 0.00 -0.06
C -2.052 3.333 1.605 -0.01 0.00 -0.04 -0.09
C -0.797 0.815 4.455 -0.03 -0.09 -0.02 -0.40
C -0.246 1.942 5.057 0.01 0.04 0.00 -0.08
C 0.358 1.846 6.303 -0.01 0.00 -0.02 -0.07
C 0.405 0.628 6.966 -0.01 -0.01 -0.01 -0.07
C -0.153 -0.500 6.379 0.01 0.02 0.01 -0.08
C -0.741 -0.407 5.127 -0.01 -0.01 0.00 -0.12
H -4.483 0.765 0.209 0.03 -0.01 -0.02 0.08
H -3.918 -0.609 0.836 0.00 0.00 0.02 0.08
H -6.391 0.818 1.700 0.00 -0.01 0.00 0.12
H -7.149 1.559 3.931 0.00 0.01 0.00 0.11
H -5.494 1.964 5.728 0.00 0.00 0.00 0.11
H -3.096 1.641 5.284 0.01 -0.01 0.00 0.11
H 0.958 1.905 2.224 0.01 0.01 -0.02 0.10
H 1.723 3.924 1.029 0.00 0.00 0.00 0.11
H 0.068 5.554 0.167 0.00 0.00 0.00 0.11
H -2.343 5.176 0.548 0.00 0.00 -0.01 0.11
H -3.110 3.182 1.775 0.00 0.01 0.01 0.11
H -0.287 2.903 4.559 -0.01 0.00 -0.01 0.11
H 0.784 2.729 6.762 0.00 0.00 0.00 0.11
H 0.871 0.558 7.940 0.00 0.00 0.00 0.11
H -0.124 -1.452 6.893 -0.01 0.00 0.00 0.11
H -1.167 -1.293 4.668 0.00 0.00 0.00 0.11
S -2.993 -0.785 -2.127 -0.02 -0.14 -0.43 0.30
C -1.863 -0.840 -3.470 0.21 0.02 -0.25 -0.86
N -2.053 -1.740 -4.425 -0.31 0.18 -0.03 0.06
N -1.371 -1.695 -5.526 0.08 -0.18 0.02 0.02
C -1.428 -2.741 -6.468 -0.01 0.12 0.08 -0.23
C -2.161 -3.895 -6.226 -0.04 -0.04 -0.04 -0.02
C -2.189 -4.885 -7.195 0.01 0.00 0.01 -0.08
C -1.489 -4.738 -8.386 0.00 0.01 0.00 -0.09
C -0.756 -3.581 -8.611 -0.01 0.00 0.00 -0.08
C -0.725 -2.578 -7.656 0.02 -0.03 -0.03 -0.04
N -0.705 -0.124 -3.662 0.18 -0.20 0.06 -0.01
N -0.214 0.627 -2.769 0.10 -0.26 -0.75 -0.17
C 1.143 0.994 -3.037 -0.31 0.08 -0.01 -0.27
C 1.665 2.068 -2.323 -0.04 0.04 0.05 -0.05
C 2.988 2.450 -2.496 -0.03 0.01 -0.01 -0.08
C 3.798 1.759 -3.386 0.00 -0.02 0.01 -0.09
C 3.277 0.682 -4.095 0.00 -0.02 -0.01 -0.08
C 1.960 0.288 -3.920 0.12 0.04 0.06 -0.03
H -0.675 -0.963 -5.639 -0.06 0.02 -0.03 0.13
H -2.700 -4.001 -5.296 0.00 0.00 0.00 0.11
H -2.762 -5.785 -7.014 0.00 0.00 0.00 0.11
H -1.516 -5.518 -9.133 0.00 0.00 0.00 0.10
H -0.211 -3.454 -9.536 0.00 0.00 0.00 0.11
H -0.164 -1.668 -7.833 0.00 0.00 0.00 0.11
H 1.019 2.630 -1.655 0.00 0.00 0.01 0.09
H 3.378 3.300 -1.951 0.00 0.00 0.00 0.11
H 4.828 2.057 -3.529 0.00 0.00 -0.01 0.11
H 3.907 0.138 -4.787 0.00 0.00 0.00 0.11
H 1.564 -0.568 -4.448 -0.01 -0.01 0.00 0.10
C 5.007 -2.497 -0.532 0.02 0.00 -0.01 -0.10
C 4.571 -1.069 -0.839 -0.01 -0.03 0.04 -0.29
C 3.587 -0.505 0.181 0.08 0.02 -0.04 -0.33
S 2.043 -1.444 0.171 -0.10 0.19 0.08 1.00
O 0.938 -0.408 0.446 2.02 -1.07 0.43 -0.93
C 2.173 -2.406 1.704 0.01 0.00 0.07 -0.32
C 1.642 -1.686 2.941 0.03 0.02 -0.05 -0.28
C 2.539 -0.597 3.513 -0.01 0.02 -0.01 -0.08
H 5.719 -2.851 -1.275 0.01 0.00 0.00 0.08
H 4.164 -3.193 -0.543 -0.01 0.01 0.00 0.07
H 5.490 -2.563 0.446 -0.01 0.00 0.00 0.08
H 4.126 -1.010 -1.834 -0.01 0.00 -0.01 0.09
H 5.443 -0.411 -0.846 -0.01 0.01 -0.03 0.12
H 3.267 0.504 -0.085 0.01 0.01 -0.01 0.09
H 4.003 -0.503 1.187 -0.02 0.03 0.02 0.09
H 3.226 -2.681 1.779 -0.01 -0.04 0.07 0.09
H 1.601 -3.315 1.517 -0.01 0.01 -0.04 0.10
H 1.461 -2.455 3.694 0.05 0.00 0.02 0.12
H 0.667 -1.257 2.701 -0.04 -0.06 0.01 0.06
H 3.544 -0.970 3.723 0.01 0.00 0.00 0.09
H 2.118 -0.221 4.446 0.01 -0.01 0.00 0.06
H 2.626 0.255 2.835 0.00 -0.02 -0.02 0.06
```
Positions in Å, forces in eV/Å.

As for the energy above the lowest of the compared OMol25 structures with the same formula, charge and spin: 11.7 kcal per mole. The calculation puts the HOMO-LUMO gap (alpha / beta) at 0.21763 / 0.21704 Ha. Its charge is +1. The calculation puts the HOMO energy (alpha / beta) at -8.936 / -8.924 eV. The calculation puts the LUMO energy (alpha / beta) at -3.014 / -3.018 eV.

***

# 2
ORCA calculation (ωB97M-V with the def2-TZVPD basis set) on C37H41BiCl2N5O6PS as an isolated structure at a distorted geometry.

XYZ file:
```
94
Properties=species:S:1:pos:R:3:forces:R:3:lowdin_charge:R:1
Bi -0.088 0.086 -0.061 0.33 -0.80 0.86 1.79
C 2.303 -0.694 2.765 0.04 0.48 0.22 -0.17
C 1.687 0.602 3.303 0.10 -0.33 0.18 -0.19
O 1.498 1.550 2.271 -0.06 -0.33 -0.32 -0.20
C 0.728 2.659 2.689 -0.47 0.18 0.22 -0.17
C -0.779 2.490 2.451 0.26 0.21 -0.07 -0.21
O -1.218 1.231 2.924 0.19 -0.23 0.07 -0.18
C -2.478 0.845 2.415 -0.14 -0.32 0.03 -0.18
C -2.654 -0.668 2.575 -0.17 0.37 0.15 -0.17
O -1.540 -1.389 2.082 0.23 0.23 -0.25 -0.24
C -0.676 -1.868 3.087 0.44 -0.20 0.21 -0.18
C 0.620 -2.405 2.467 -0.55 -0.27 0.29 -0.17
O 1.502 -1.467 1.901 -0.06 0.31 -0.21 -0.23
H 2.621 -1.299 3.627 0.03 0.05 -0.08 0.13
H 3.180 -0.418 2.172 0.05 -0.07 0.11 0.12
H 2.389 1.019 4.046 -0.05 -0.10 -0.07 0.14
H 0.737 0.408 3.802 0.12 0.01 0.03 0.10
H 1.063 3.513 2.095 -0.05 -0.01 0.14 0.11
H 0.926 2.863 3.749 0.04 0.02 -0.07 0.13
H -0.977 2.574 1.377 -0.06 0.00 0.11 0.04
H -1.315 3.298 2.971 0.09 0.01 -0.10 0.14
H -2.551 1.099 1.352 0.00 0.10 -0.04 0.10
H -3.285 1.366 2.953 0.01 -0.07 -0.13 0.14
H -3.515 -0.972 1.976 -0.03 0.04 0.12 0.11
H -2.824 -0.920 3.628 -0.01 -0.03 -0.06 0.13
H -1.161 -2.710 3.613 0.11 0.10 -0.09 0.13
H -0.468 -1.083 3.820 -0.06 -0.11 -0.04 0.11
H 0.335 -3.061 1.638 0.06 -0.08 0.14 0.12
H 1.142 -2.998 3.236 -0.07 0.05 -0.12 0.13
N -1.692 -6.884 3.325 0.06 -0.15 0.21 0.10
C -1.870 -5.967 2.312 0.06 0.31 -0.19 -0.33
C -1.025 -5.954 1.200 -0.07 0.00 0.06 -0.03
C -1.165 -4.993 0.217 0.01 -0.19 -0.09 -0.06
C -2.133 -4.013 0.340 -0.16 0.43 -0.31 -0.27
C -2.988 -4.024 1.426 -0.06 0.04 -0.02 -0.07
C -2.862 -4.988 2.404 0.00 -0.08 -0.01 -0.03
S -2.373 -2.722 -0.880 0.24 -0.53 0.07 0.56
O -3.298 -1.786 -0.303 0.16 0.03 0.39 -0.35
O -2.724 -3.321 -2.134 0.14 -0.01 0.01 -0.30
N -0.917 -1.948 -0.982 -1.40 0.20 0.76 -0.26
C 0.162 -2.468 -1.531 0.86 -0.84 -0.71 -0.53
N 0.190 -3.696 -2.070 -0.18 -0.07 -0.22 0.11
C 1.343 -4.137 -2.518 0.30 0.09 0.02 -0.12
C 2.527 -3.417 -2.416 0.01 0.04 0.01 -0.05
C 2.408 -2.155 -1.863 0.16 -0.23 -0.11 -0.14
N 1.249 -1.664 -1.475 -0.44 0.00 0.17 -0.01
H -1.183 -7.720 3.089 -0.10 -0.01 0.06 0.09
H -2.480 -7.027 3.935 0.06 -0.11 -0.03 0.09
H -0.262 -6.713 1.100 0.10 -0.11 0.00 0.11
H -0.545 -5.002 -0.664 0.01 -0.13 0.06 0.09
H -3.756 -3.271 1.464 -0.13 0.09 0.19 0.11
H -3.541 -4.999 3.244 -0.09 0.02 0.13 0.11
H 1.315 -5.128 -2.952 0.12 -0.12 -0.11 0.12
H 3.473 -3.810 -2.745 0.09 -0.04 -0.04 0.09
H 3.261 -1.507 -1.721 0.15 0.01 -0.06 0.09
Cl -1.019 4.436 -0.597 0.12 0.57 0.36 0.73
C -2.174 3.540 -1.516 -0.03 -0.15 -0.10 -0.60
C -3.212 4.206 -2.123 -0.08 -0.11 -0.09 -0.13
C -4.115 3.483 -2.884 0.04 0.06 -0.04 -0.11
C -3.926 2.121 -3.055 -0.09 -0.10 -0.11 -0.12
C -2.880 1.463 -2.442 0.14 0.05 0.13 -0.56
Cl -2.664 -0.246 -2.709 -0.17 0.83 -0.47 0.79
C -1.970 2.142 -1.589 -0.63 0.02 -0.39 -0.50
N -0.990 1.592 -0.888 -0.09 0.20 0.14 -0.36
H -3.312 5.274 -2.007 0.02 0.11 0.06 0.10
H -4.951 3.981 -3.345 -0.11 0.04 -0.12 0.09
H -4.600 1.560 -3.680 -0.11 -0.14 -0.06 0.10
C 3.456 0.909 -2.661 -0.24 -0.09 0.29 -0.23
P 2.042 1.361 -1.527 0.81 0.78 -0.75 0.95
C 2.926 2.522 -0.424 -0.18 -0.08 -0.13 -0.36
C 2.548 3.823 -0.119 0.02 -0.01 -0.02 -0.11
C 3.313 4.581 0.756 0.00 0.08 0.06 -0.08
C 4.430 4.042 1.369 -0.01 0.05 0.04 -0.08
C 4.770 2.721 1.127 0.05 -0.07 0.01 -0.08
C 4.024 1.972 0.239 -0.03 0.06 -0.08 -0.12
C 1.050 2.205 -2.807 0.17 -0.07 0.09 -0.40
C 1.016 3.554 -3.120 0.07 -0.08 0.01 -0.11
C 0.187 4.001 -4.139 -0.01 0.06 -0.07 -0.08
C -0.579 3.108 -4.867 0.02 0.09 -0.06 -0.08
C -0.515 1.753 -4.585 0.06 -0.06 -0.06 -0.09
C 0.290 1.307 -3.557 0.17 0.14 -0.01 -0.15
H 3.805 1.801 -3.182 -0.05 0.02 0.06 0.06
H 3.082 0.194 -3.392 0.02 -0.02 -0.06 0.04
H 4.284 0.469 -2.113 0.08 -0.06 0.00 0.02
H 1.648 4.244 -0.535 -0.06 0.03 -0.12 0.04
H 3.028 5.602 0.962 -0.05 0.10 0.02 0.11
H 5.027 4.641 2.041 0.02 0.05 0.07 0.10
H 5.615 2.276 1.633 0.07 -0.03 0.01 0.10
H 4.284 0.937 0.065 0.10 -0.11 0.00 0.09
H 1.627 4.266 -2.589 0.03 0.05 0.07 0.09
H 0.142 5.057 -4.359 -0.01 0.10 -0.04 0.11
H -1.224 3.465 -5.655 -0.07 0.04 -0.06 0.11
H -1.103 1.046 -5.150 -0.09 -0.07 -0.03 0.11
H 0.324 0.256 -3.305 -0.09 -0.15 -0.05 0.08
```
Positions in Å, forces in eV/Å.

The calculation puts the HOMO-LUMO gap at 0.26294 Ha. The calculation puts the HOMO energy at -6.635 eV. The calculation puts the LUMO energy at 0.521 eV.

***

no.,energy (Ha)
1,-2946.5916
2,-4034.1922